DFT (ωB97M-V/def2-TZVPD) results for a molecular structure, C22H23BrN5O2RuS3.

- spin multiplicity = 2
- relative energy (zero: lowest compared OMol25 entry of this formula, charge and spin) (kcal/mol) = 37.48
- gap between HOMO and LUMO (alpha / beta) (eV) = 7.30 / 6.83
- E (Eh) = -5139.859870
- <S²> = 0.758

XYZ file:
```
57
Properties=species:S:1:pos:R:3:lowdin_charge:R:1
Ru 0.102 0.195 1.031 0.78
Br -1.656 -4.252 5.730 0.79
S 2.110 0.652 2.141 0.62
S -2.014 1.124 0.141 0.71
S -0.415 1.503 2.971 0.60
O 1.294 0.770 -0.737 -0.15
O -0.372 -1.343 -0.221 -0.24
N -0.495 2.864 -1.223 -0.19
N -0.399 -1.309 2.376 -0.13
N -0.282 0.841 6.741 0.16
N 3.710 -0.457 5.402 0.15
N -1.955 1.620 -2.489 -0.21
C -1.689 -1.456 2.716 -0.13
C -0.431 -2.960 -1.886 -0.02
C 1.112 0.944 3.540 -1.08
C -1.429 1.916 -1.261 -0.69
C 0.312 3.219 -2.386 -0.04
C -0.008 3.428 0.031 -0.08
C 0.516 -2.031 3.029 -0.12
C -2.516 2.707 -3.291 -0.04
C 1.267 -1.229 -1.986 -0.10
C 0.090 -3.537 -3.010 -0.08
C 1.440 0.629 4.829 -0.37
C -2.108 -2.320 3.703 -0.08
C -2.662 0.357 -2.678 -0.08
C 0.483 0.758 5.885 -0.24
C 2.704 0.038 5.139 -0.25
C 0.186 -2.919 4.037 -0.08
C 1.217 -2.993 -3.658 -0.09
C 3.304 0.322 -1.866 0.00
C 1.888 -0.027 -1.487 -0.36
C 1.786 -1.863 -3.139 -0.04
C 0.147 -1.793 -1.315 -0.34
C -1.145 -3.056 4.374 -0.68
H -2.656 0.131 -3.745 0.09
H 2.635 -1.418 -3.643 0.11
H 0.962 -3.472 4.545 0.12
H -2.389 2.493 -4.352 0.10
H -2.400 -0.855 2.168 0.09
H 3.331 0.762 -2.866 0.09
H 1.618 -3.456 -4.548 0.10
H -1.298 -3.375 -1.386 0.12
H 0.408 4.412 -0.184 0.10
H 1.361 3.128 -2.106 0.09
H 0.770 2.803 0.470 0.04
H 0.104 2.540 -3.207 0.09
H 3.682 1.055 -1.157 0.09
H 1.545 -1.890 2.730 0.09
H 3.940 -0.561 -1.872 0.09
H 0.117 4.246 -2.700 0.10
H -0.372 -4.433 -3.408 0.11
H -2.157 -0.439 -2.142 0.06
H -0.822 3.520 0.743 0.06
H -3.698 0.415 -2.331 0.09
H -3.155 -2.402 3.951 0.11
H -3.586 2.806 -3.081 0.10
H -2.033 3.651 -3.062 0.08
```

***

DFT (ωB97M-V/def2-TZVPD) results for a molecular structure, C5H6N2O.

- spin multiplicity = 1
- relative energy (zero: lowest compared OMol25 entry of this formula, charge and spin) (kcal/mol) = 139.22
- gap between HOMO and LUMO (eV) = 8.94
- E (Eh) = -378.649082

XYZ file:
```
14
Properties=species:S:1:pos:R:3:lowdin_charge:R:1
O -2.763 0.417 -0.077 0.02
N 0.553 1.535 0.014 -0.05
N -0.824 2.034 -0.091 0.08
C -0.729 -0.250 -0.139 -0.16
C 2.011 -0.419 -0.094 -0.13
C -1.924 -1.085 0.065 0.07
C -1.547 0.899 -0.207 -0.46
C 0.702 0.043 -0.112 -0.23
H 2.477 -0.224 -1.227 0.15
H 2.841 -0.306 0.714 0.11
H 1.267 2.130 0.686 0.20
H -2.213 -1.882 -0.774 0.15
H -2.016 -1.318 1.205 0.15
H 2.167 -1.574 0.037 0.10
```

***

DFT (ωB97M-V/def2-TZVPD) results for C5H10O in the gas phase.

- SMILES = CC/C=C(\C)O
- spin multiplicity = 1
- relative energy (zero: lowest compared OMol25 entry of this formula, charge and spin) (kcal/mol) = 53.76
- gap between HOMO and LUMO (eV) = 9.02
- E (Eh) = -271.666938

XYZ file:
```
16
Properties=species:S:1:pos:R:3:lowdin_charge:R:1
O 2.353 -0.966 0.546 0.05
C 0.877 0.726 0.140 -0.10
C -1.662 1.212 -0.583 -0.13
C -0.210 0.932 -0.893 -0.27
C 1.073 -0.526 0.498 -0.43
C 0.035 -1.525 0.900 -0.01
H 0.239 -1.723 1.960 0.10
H -2.315 0.353 -0.404 0.06
H -2.088 1.791 -1.414 0.07
H -0.091 0.208 -1.743 0.13
H -1.002 -1.188 0.809 0.08
H 1.790 1.326 0.001 0.12
H 2.306 -1.920 0.473 0.10
H 0.198 1.927 -0.960 0.09
H 0.143 -2.475 0.366 0.09
H -1.648 1.846 0.302 0.08
```